Entry 1:
Computed, not measured: a structure of composition C4H7BrNO5S in a non-equilibrium geometry, with the ωB97M-V functional and the def2-TZVPD basis.

The LUMO energy (alpha / beta) comes out at 0.114 / 0.114 Ha. The calculation puts the energy at -3559.754364 Ha. For the molar mass, the calculation gives 261.1 Da. The orbital gap (alpha / beta) comes out at 7.611 / 6.063 eV. The calculation puts the HOMO energy (alpha / beta) at -0.166 / -0.109 Eh.

```
! wB97M-V def2-TZVPD RIJCOSX def2/J DEFGRID3
* xyz -1 1
C 2.75147 0.70624 0.08765
C 1.83594 0.59989 -1.11268
C 1.04961 -0.66736 -1.10794
C -1.08541 0.40952 0.47992
N -0.50523 0.32153 1.64221
O 2.20308 0.56396 1.28627
O -2.04781 -2.04116 0.37912
O 3.93964 0.90948 -0.01806
O -2.77483 -0.48568 -1.39063
O -3.65494 -0.28527 0.94020
S -2.35268 -0.69227 -0.03515
Br -1.38969 2.06788 -0.32428
H 2.45241 0.69565 -2.02024
H 1.17459 1.48491 -1.10675
H 1.27379 -1.43919 -0.39703
H 0.55422 -0.95810 -2.01613
H -3.96032 -1.10069 1.33594
H 1.20390 0.49567 1.31312
H -0.66774 -0.58502 2.06446
*
```

Results of the natural (NBO) charge analysis, in e, for atoms 1 through 4: atom 1 (C): 0.802, atom 2 (C): -0.604, atom 3 (C): -0.351, atom 4 (C): -0.293


Entry 2:
Computed, not measured: a structure of composition C4H7CaO2 in a non-equilibrium geometry, with the ωB97M-V functional and the def2-TZVPD basis.

The LUMO energy comes out at -0.226 Ha. The calculation puts the energy at -984.404160 Ha. For the molar mass, the calculation gives 127.2 Da. The orbital gap comes out at 5.105 eV. The calculation puts the HOMO energy at -0.414 Eh.

```
! wB97M-V def2-TZVPD RIJCOSX def2/J DEFGRID3
* xyz 1 1
C 1.96220 0.59201 -1.36850
C 2.11792 -0.05273 -0.01097
C 0.66336 0.10554 0.35053
C 0.21373 1.13149 1.12506
O -0.98484 1.25908 1.63082
Ca -2.79171 0.42187 1.91479
H 1.30682 0.02785 -2.05415
H 1.74033 1.66628 -1.32638
H 2.78381 0.52958 0.63995
H 2.40110 -1.11107 -0.11101
H -0.01677 -0.72730 0.14035
H 0.89184 1.97798 1.32148
O 3.36582 0.63156 -2.17002
H 3.59128 -0.27801 -2.38282
*
```

Results of the natural (NBO) charge analysis, in e, for atoms 1 through 4: atom 1 (C): -0.064, atom 2 (C): -0.463, atom 3 (C): -0.297, atom 4 (C): 0.154


Question: Among the records above, which one has the lowest energy?
Answer: C4H7BrNO5S


Question: energy of number 2 (C4H7CaO2)?
Answer: -984.404160 Ha